Below is one molecule with the formula C20H19N3O4S in a non-equilibrium geometry, with properties calculated with ωB97M-V/def2-TZVPD.

Cartesian coordinates (Å):
O: 3.289 1.807 -0.925
C: 2.626 1.204 -1.752
N: 2.809 1.373 -3.084
C: 2.270 0.526 -4.124
H: 1.546 -0.172 -3.709
C: 3.421 -0.245 -4.789
H: 3.058 -0.812 -5.647
O: 4.409 0.628 -5.282
C: 4.948 1.422 -4.247
H: 5.692 2.068 -4.714
C: 3.857 2.252 -3.564
H: 4.261 2.794 -2.709
H: 3.425 2.955 -4.284
H: 5.439 0.781 -3.499
H: 3.862 -0.936 -4.054
H: 1.781 1.158 -4.875
C: 1.525 0.283 -1.339
C: 1.806 -0.782 -0.492
C: 0.786 -1.576 -0.006
C: -0.538 -1.300 -0.339
C: -0.823 -0.239 -1.196
C: 0.201 0.545 -1.684
H: -0.027 1.383 -2.327
H: -1.850 -0.023 -1.433
N: -1.569 -2.089 0.158
S: -3.018 -1.521 0.789
O: -3.532 -0.472 -0.031
O: -3.813 -2.700 0.970
C: -2.617 -0.914 2.435
C: -3.248 -1.487 3.502
C: -2.978 -1.046 4.807
C: -2.075 -0.039 5.020
C: -1.405 0.564 3.937
C: -0.452 1.595 4.087
C: 0.157 2.111 2.976
C: -0.193 1.597 1.714
N: -1.069 0.648 1.536
C: -1.680 0.121 2.610
H: 0.277 1.976 0.816
H: 0.895 2.895 3.049
H: -0.217 1.956 5.079
H: -1.860 0.308 6.020
H: -3.489 -1.507 5.638
H: -3.954 -2.281 3.315
H: -1.276 -2.908 0.669
H: 1.012 -2.405 0.651
H: 2.829 -0.978 -0.209

Computed properties:
ΔE to the lowest compared entry with this formula, charge and spin = 43.0 kJ/mol
SMILES string = O=C(c1ccc(NS(=O)(=O)c2cccc3cccnc23)cc1)N1CCOCC1
HOMO energy = -8.46 eV

Here are the natural (NBO) charges for atoms 1 to 8, given in e: atom 1 (O): -0.63, atom 2 (C): 0.67, atom 3 (N): -0.43, atom 4 (C): -0.25, atom 5 (H): 0.23, atom 6 (C): -0.08, atom 7 (H): 0.20, atom 8 (O): -0.52

Below is C20H20AuBCl2N5O2S3 as an isolated structure, with properties calculated with ωB97M-V/def2-TZVPD.

Cartesian coordinates (Å):
Au: 0.804 -1.232 0.017
C: -1.950 0.528 3.255
N: -0.697 1.247 3.012
C: -0.548 2.610 3.049
C: 0.765 2.863 2.824
N: 1.412 1.662 2.658
B: 2.975 1.502 2.439
N: 3.249 1.564 0.877
C: 3.486 2.735 0.207
C: 3.690 2.444 -1.101
N: 3.571 1.086 -1.219
C: 3.667 0.352 -2.479
C: 3.307 0.555 -0.006
S: 3.100 -1.146 0.283
C: 0.506 0.672 2.775
S: 0.798 -1.011 2.623
H: -2.741 1.267 3.348
H: -1.878 -0.052 4.171
H: -2.161 -0.140 2.428
H: -1.373 3.273 3.248
H: 1.295 3.799 2.798
H: 3.342 0.448 2.871
H: 3.501 2.478 2.929
H: 3.523 3.680 0.721
H: 3.921 3.075 -1.942
H: 4.007 1.047 -3.240
H: 2.688 -0.039 -2.749
H: 4.373 -0.466 -2.388
Cl: -5.026 3.153 0.783
C: -3.873 1.905 0.434
C: -4.267 0.564 0.526
C: -3.372 -0.440 0.270
Cl: -3.882 -2.093 0.435
C: -2.019 -0.188 -0.089
O: -1.241 -1.199 -0.310
C: -1.665 1.181 -0.196
C: -0.358 1.633 -0.619
O: 0.635 0.939 -0.822
C: -2.596 2.205 0.064
H: -5.282 0.317 0.811
H: -0.259 2.717 -0.780
H: -2.287 3.240 -0.035
S: 0.939 -3.691 -0.239
C: -0.159 -3.882 -1.570
N: 0.345 -4.126 -2.806
C: -0.394 -4.306 -3.922
C: -1.754 -4.244 -3.844
C: -2.332 -4.004 -2.593
C: -1.550 -3.834 -1.473
H: 1.355 -4.180 -2.860
H: 0.153 -4.500 -4.833
H: -2.352 -4.383 -4.732
H: -3.410 -3.951 -2.502
H: -1.982 -3.632 -0.505

Computed properties:
ΔE to the lowest compared entry with this formula, charge and spin = 41.9 kJ/mol
HOMO energy (spin up / spin down) = -10.28 / -10.23 eV
net charge = +1

Here are the natural (NBO) charges for atoms 1 to 8, given in e: atom 1 (Au): 1.10, atom 2 (C): -0.40, atom 3 (N): -0.33, atom 4 (C): -0.08, atom 5 (C): -0.04, atom 6 (N): -0.47, atom 7 (B): 0.17, atom 8 (N): -0.44

Below is C20H20AuBClF2N5S2 as an isolated structure, with properties calculated with ωB97M-V/def2-TZVPD.

Cartesian coordinates (Å):
Au: -0.247 0.106 -0.320
C: 2.728 3.276 -0.098
N: 1.881 2.856 1.005
C: 1.209 3.710 1.842
C: 0.635 2.938 2.796
N: 0.954 1.628 2.547
B: 0.581 0.473 3.551
N: -0.945 0.098 3.430
C: -1.901 0.554 4.306
C: -3.081 -0.036 4.005
N: -2.837 -0.857 2.924
C: -3.807 -1.739 2.305
C: -1.527 -0.777 2.590
S: -0.776 -1.685 1.342
C: 1.715 1.582 1.435
S: 2.323 0.197 0.630
H: 2.397 4.261 -0.419
H: 2.632 2.570 -0.919
H: 3.768 3.319 0.224
H: 1.213 4.775 1.696
H: 0.048 3.218 3.651
H: 0.689 0.951 4.658
H: 1.270 -0.478 3.351
H: -1.648 1.247 5.086
H: -4.053 0.040 4.455
H: -4.800 -1.319 2.449
H: -3.760 -2.734 2.746
H: -3.585 -1.821 1.243
F: 2.581 2.159 -4.406
C: 1.664 2.398 -3.448
C: 1.335 1.394 -2.563
C: 0.388 1.639 -1.576
C: -0.227 2.900 -1.478
C: 0.164 3.869 -2.402
F: -0.389 5.108 -2.380
C: 1.100 3.657 -3.392
C: -1.246 3.139 -0.417
C: -1.732 4.395 -0.042
C: -2.657 4.489 0.980
C: -3.091 3.342 1.624
C: -2.561 2.136 1.205
N: -1.675 2.040 0.221
H: 1.839 0.440 -2.643
H: 1.360 4.436 -4.091
H: -1.382 5.284 -0.537
H: -3.029 5.461 1.276
H: -3.813 3.373 2.427
H: -2.847 1.207 1.680
Cl: -2.074 -0.360 -3.055
C: -1.970 -1.065 -1.481
H: -1.640 -2.094 -1.486
H: -2.824 -0.820 -0.863

Computed properties:
ΔE to the lowest compared entry with this formula, charge and spin = 0.0 kJ/mol
HOMO energy (spin up / spin down) = -6.42 / -7.87 eV
multiplicity = 3
<S²> = 2.014

Here are the natural (NBO) charges for atoms 1 to 8, given in e: atom 1 (Au): 0.88, atom 2 (C): -0.41, atom 3 (N): -0.35, atom 4 (C): -0.07, atom 5 (C): -0.05, atom 6 (N): -0.48, atom 7 (B): 0.18, atom 8 (N): -0.49

Below is C20H20BCoN10S2 as an isolated structure, with properties calculated with ωB97M-V/def2-TZVPD.

Cartesian coordinates (Å):
Co: -0.842 1.441 0.065
C: 1.561 4.046 0.209
C: 2.030 2.633 0.136
C: 3.321 2.120 0.016
C: 3.169 0.746 -0.015
N: 1.865 0.456 0.088
N: 1.168 1.610 0.180
B: 1.108 -0.909 0.016
N: 0.266 -0.856 -1.291
C: 0.275 -1.602 -2.410
C: -0.508 -0.981 -3.362
C: -0.972 0.190 -2.762
C: -1.835 1.270 -3.320
N: -0.489 0.254 -1.517
N: 0.145 -0.963 1.238
C: 0.020 -1.896 2.195
C: -0.903 -1.457 3.122
C: -1.325 -0.207 2.661
C: -2.310 0.739 3.259
N: -0.674 0.074 1.529
N: 2.094 -2.044 0.122
C: 2.997 -2.182 1.136
C: 3.665 -3.356 0.937
C: 3.101 -3.905 -0.242
C: 3.451 -5.187 -0.913
N: 2.159 -3.105 -0.710
H: 2.405 4.725 0.289
H: 0.915 4.192 1.077
H: 0.994 4.313 -0.686
H: 4.238 2.680 -0.037
H: 3.913 -0.026 -0.113
H: 0.826 -2.524 -2.441
H: -0.709 -1.316 -4.365
H: -1.572 1.457 -4.359
H: -1.706 2.194 -2.756
H: -2.890 0.992 -3.292
H: 0.585 -2.813 2.166
H: -1.234 -1.966 4.010
H: -2.079 0.917 4.308
H: -3.319 0.328 3.209
H: -2.290 1.695 2.735
H: 3.091 -1.441 1.915
H: 4.452 -3.784 1.535
H: 4.256 -5.686 -0.379
H: 3.768 -5.017 -1.942
H: 2.588 -5.852 -0.943
S: -3.392 0.461 -0.181
C: -3.765 2.094 -0.049
S: -2.386 3.120 0.085
C: -5.085 2.581 -0.046
C: -6.187 1.704 -0.185
N: -7.085 0.989 -0.293
C: -5.343 3.962 0.109
N: -5.527 5.090 0.262

Computed properties:
HOMO energy (spin up / spin down) = -11.72 / -11.72 eV
multiplicity = 6
net charge = +1
<S²> = 8.824

Here are the natural (NBO) charges for atoms 1 to 8, given in e: atom 1 (Co): 1.46, atom 2 (C): -0.66, atom 3 (C): 0.20, atom 4 (C): -0.33, atom 5 (C): 0.04, atom 6 (N): -0.33, atom 7 (N): -0.44, atom 8 (B): 0.92

Below is C20H20BF5N2O2OsS2Te as an isolated structure, with properties calculated with ωB97M-V/def2-TZVPD.

Cartesian coordinates (Å):
Os: -0.623 0.681 0.152
C: -3.406 -5.109 -5.312
C: -4.129 -5.076 -3.959
C: -5.405 -4.233 -4.086
C: -4.533 -6.505 -3.598
C: -3.212 -4.448 -2.907
C: -2.814 -5.126 -1.757
C: -1.982 -4.548 -0.792
C: -1.569 -3.262 -1.023
O: -0.759 -2.457 -0.253
B: -0.694 -1.241 -0.939
O: -1.411 -1.313 -2.142
C: -1.955 -2.575 -2.162
C: -2.764 -3.135 -3.117
H: -4.051 -5.556 -6.072
H: -2.490 -5.698 -5.251
H: -3.137 -4.108 -5.650
H: -6.070 -4.667 -4.835
H: -5.184 -3.209 -4.390
H: -5.940 -4.189 -3.136
H: -5.183 -6.905 -4.379
H: -5.085 -6.546 -2.657
H: -3.668 -7.166 -3.517
H: -3.156 -6.136 -1.591
H: -1.685 -5.089 0.096
H: -3.047 -2.568 -3.993
Te: 1.500 -0.067 -0.966
C: 0.973 3.312 2.039
N: 1.743 2.134 2.373
C: 3.188 2.095 2.151
C: 3.571 0.667 2.580
N: 2.265 0.041 2.716
C: 1.264 0.907 2.569
S: -0.391 0.446 2.641
H: 1.448 4.181 2.492
H: -0.034 3.202 2.433
H: 0.924 3.444 0.956
H: 3.688 2.859 2.745
H: 3.394 2.278 1.093
H: 4.107 0.654 3.531
H: 4.170 0.159 1.825
H: 2.082 -0.943 2.806
F: -3.980 0.187 -5.329
C: -3.537 0.721 -4.191
C: -2.486 1.624 -4.211
F: -1.924 1.963 -5.371
C: -2.030 2.167 -3.023
F: -1.012 3.025 -3.081
C: -2.595 1.829 -1.797
S: -1.994 2.538 -0.278
C: -3.648 0.922 -1.811
F: -4.220 0.532 -0.671
C: -4.123 0.373 -2.988
F: -5.130 -0.502 -2.969

Computed properties:
HOMO energy (spin up / spin down) = -7.06 / -7.89 eV
multiplicity = 5
<S²> = 6.038

Here are the natural (NBO) charges for atoms 1 to 8, given in e: atom 1 (Os): 0.49, atom 2 (C): -0.60, atom 3 (C): -0.08, atom 4 (C): -0.60, atom 5 (C): -0.61, atom 6 (C): 0.00, atom 7 (C): -0.22, atom 8 (C): -0.24